{"formula": "C42H48BCrN9SSi", "method": "ωB97M-V/def2-TZVPD", "gap_ev": [7.19, 6.51], "s_squared": 3.89, "charge": 1, "spin_multiplicity": 4, "relative_energy_kj_mol": 0.0, "total_energy_ev": -105554.80065, "molar_mass_da": 801.87, "symbols": ["Cr", "C", "C", "C", "C", "C", "C", "N", "N", "B", "N", "C", "C", "C", "N", "C", "C", "C", "N", "C", "C", "C", "N", "C", "C", "C", "H", "H", "H", "H", "H", "H", "H", "H", "H", "H", "H", "H", "H", "H", "H", "H", "H", "H", "H", "H", "H", "H", "H", "H", "H", "H", "H", "H", "N", "C", "C", "C", "C", "C", "C", "S", "N", "C", "C", "C", "C", "C", "C", "N", "H", "H", "H", "H", "H", "H", "H", "H", "H", "C", "C", "C", "C", "C", "C", "Si", "C", "C", "C", "C", "C", "C", "H", "H", "H", "H", "H", "H", "H", "H", "H", "H", "H"], "xyz": [[-0.2402, 0.2449, 0.9634], [3.6465, 2.4888, 0.9719], [2.4388, 3.3776, 0.6722], [2.1009, 3.3711, -0.8113], [1.2638, 3.1818, 1.6142], [1.0580, 4.1172, 2.6325], [-0.0817, 3.7198, 3.2886], [-0.5307, 2.6107, 2.7047], [0.2780, 2.2423, 1.6683], [-1.8412, 1.8943, 3.0818], [-2.6843, 1.6965, 1.8177], [-3.9300, 2.1465, 1.6328], [-4.4156, 1.6192, 0.4606], [-3.3826, 0.8181, -0.0368], [-2.3212, 0.8789, 0.7889], [-3.4850, -0.0246, -1.2703], [-4.4724, -1.1724, -1.0249], [-3.9169, 0.8057, -2.4828], [-1.5286, 0.5189, 3.6926], [-1.9163, 0.0188, 4.8711], [-1.5155, -1.2971, 4.9360], [-0.8764, -1.5438, 3.7133], [-0.8893, -0.4276, 2.9673], [-0.2676, -2.8483, 3.2860], [0.8773, -3.2467, 4.2244], [-1.3373, -3.9437, 3.2310], [4.4892, 2.7991, 0.3511], [3.4368, 1.4461, 0.7497], [3.9487, 2.5660, 2.0186], [2.7607, 4.3930, 0.9094], [1.8460, 2.3716, -1.1526], [2.9670, 3.7036, -1.3877], [1.2630, 4.0276, -1.0360], [1.6603, 4.9886, 2.8311], [-0.6181, 4.1629, 4.1124], [-2.4349, 2.5641, 3.8763], [-4.3865, 2.8034, 2.3567], [-5.3854, 1.7810, 0.0206], [-2.5114, -0.4545, -1.4734], [-4.5015, -1.8376, -1.8924], [-5.4801, -0.7838, -0.8636], [-4.1937, -1.7599, -0.1488], [-4.9443, 1.1580, -2.3631], [-3.8774, 0.1963, -3.3883], [-3.2704, 1.6721, -2.6241], [-2.4499, 0.6303, 5.5813], [-1.6698, -1.9898, 5.7468], [0.1352, -2.7217, 2.2868], [0.5013, -3.4294, 5.2334], [1.6312, -2.4579, 4.2855], [1.3586, -4.1627, 3.8744], [-1.7973, -4.0768, 4.2124], [-0.8935, -4.8955, 2.9314], [-2.1213, -3.6907, 2.5166], [1.4858, -3.1820, -0.7090], [0.7653, -3.5155, -1.8883], [1.4147, -4.0303, -2.9956], [0.6870, -4.2982, -4.1469], [-0.6703, -4.0179, -4.2000], [-1.3130, -3.4746, -3.0944], [-0.5934, -3.2583, -1.9331], [-1.3519, -2.6776, -0.4492], [-0.0902, -1.6773, 0.1295], [1.1221, -2.1224, 0.0454], [2.0912, -1.4667, 0.9440], [3.3289, -1.9849, 1.2744], [4.0216, -1.4380, 2.3425], [3.4406, -0.4014, 3.0520], [2.2296, 0.1027, 2.6208], [1.5778, -0.3939, 1.5666], [2.4747, -3.3684, -0.7556], [2.4852, -4.2062, -2.9639], [1.1910, -4.7131, -5.0095], [-1.2323, -4.2169, -5.1035], [-2.3700, -3.2394, -3.1278], [3.7380, -2.8299, 0.7364], [4.9877, -1.8309, 2.6311], [3.9243, 0.0265, 3.9190], [1.7663, 0.9430, 3.1196], [3.8795, -1.1254, -3.7702], [4.0400, -0.5235, -2.5291], [2.9379, 0.0045, -1.8664], [1.6515, -0.0648, -2.4085], [1.5138, -0.6996, -3.6492], [2.6119, -1.2068, -4.3314], [0.0497, 0.5305, -1.5651], [-0.6112, 2.1694, -2.2558], [-0.6158, 2.3688, -3.6401], [-1.1991, 3.4958, -4.2039], [-1.7976, 4.4481, -3.3899], [-1.7989, 4.2717, -2.0128], [-1.2076, 3.1450, -1.4544], [4.7371, -1.5237, -4.2993], [5.0272, -0.4463, -2.0866], [3.0963, 0.4907, -0.9127], [0.5263, -0.8164, -4.0859], [2.4753, -1.6791, -5.2974], [-0.8365, -0.4451, -2.2561], [-0.1583, 1.6320, -4.2938], [-1.1895, 3.6302, -5.2791], [-2.2603, 5.3246, -3.8270], [-2.2617, 5.0115, -1.3703], [-1.2138, 3.0290, -0.3771]]}